Entry 1:
A cluster of 11 separate species, C42H64O32 in total in a non-equilibrium geometry. Source: the OMol25 dataset; level of theory: ωB97M-V/def2-TZVPD.

Last column: Löwdin charge in e.
CARTESIAN COORDINATES (ANGSTROEM)
1 H -19.16924 -9.97912 9.26481  0.083
2 H -19.43887 -8.44188 8.57990  0.082
3 C -20.72187 -23.74254 8.22078  -0.095
4 H -14.73932 -11.34848 11.43100  0.153
5 O -13.48953 -14.90054 0.17923  0.135
6 H -14.96855 -23.62045 5.17986  0.141
7 O -12.26272 -9.83082 8.68028  0.127
8 H -14.11845 -27.49198 11.90076  0.153
9 C -17.85801 -23.46696 16.25209  -0.081
10 O -21.08878 -11.22622 5.81306  0.072
11 C -11.83993 -14.03050 4.20570  -0.019
12 O -16.93141 -18.30081 8.11332  -0.497
13 H -20.81910 -9.35656 8.98542  0.089
14 C -15.47639 -20.02199 9.55960  -0.472
15 C -13.53026 -14.86435 1.38448  -0.593
16 O -16.28650 -20.69618 10.58836  -0.537
17 C -12.62905 -10.55697 9.58865  -0.540
18 H -14.78728 -19.31488 10.02134  0.025
19 H -8.77311 -17.18002 8.94171  0.076
20 H -21.53556 -17.27546 5.44265  0.146
21 O -14.61082 -14.43500 2.04739  0.072
22 H -21.62348 -23.44643 6.37502  0.154
23 H -9.26763 -18.83262 8.51671  0.079
24 H -12.06472 -22.33726 2.63644  0.080
25 C -14.30261 -14.26571 3.44197  -0.070
26 O -13.80723 -11.21873 9.62816  0.082
27 O -21.29060 -9.60339 4.27855  0.130
28 H -20.45127 -17.68249 1.89658  0.087
29 O -21.63376 -27.01321 8.42324  0.076
30 C -19.66280 -10.15830 7.21166  -0.322
31 O -20.29045 -9.26436 6.34647  0.069
32 C -16.96316 -24.58954 17.97395  -0.539
33 C -12.65247 -11.79723 11.40327  -0.141
34 C -6.93321 -20.21352 10.55409  -0.555
35 O -23.22877 -17.47521 4.38628  0.094
36 O -12.05808 -18.50494 15.66529  0.136
37 C -13.22032 -25.87090 10.78570  0.005
38 H -14.33074 -18.65803 17.74327  0.133
39 H -19.89133 -12.42262 6.97337  0.145
40 C -21.34102 -18.57003 3.70190  -0.301
41 C -20.41775 -11.46885 7.00954  -0.091
42 C -21.53617 -25.78406 8.19242  -0.591
43 H -12.04911 -13.89287 5.26655  0.090
44 C -20.18355 -18.35246 2.71364  -0.015
45 H -22.55241 -21.83240 8.27361  0.088
46 H -21.07064 -19.33589 4.42886  0.158
47 C -14.50671 -13.27920 10.44381  0.004
48 H -15.04257 -18.89248 7.69789  0.029
49 H -12.11506 -12.74131 11.31385  0.143
50 C -15.19603 -27.17387 10.10961  -0.126
51 H -14.73680 -20.76141 9.25241  0.024
52 H -10.37512 -17.81802 9.46689  0.084
53 C -12.92439 -14.86527 3.56705  -0.338
54 C -17.31410 -24.79639 15.76953  -0.353
55 C -18.39330 -25.65485 15.16719  -0.024
56 H -15.58211 -13.24852 10.26872  0.086
57 H -13.09111 -15.76406 4.16076  0.156
58 O -16.64851 -24.89867 19.12338  0.106
59 O -14.94648 -27.92033 8.92603  0.108
60 O -13.52119 -17.13601 16.35282  0.084
61 C -13.95896 -27.24627 10.85085  -0.311
62 C -13.11701 -19.26039 16.07215  -0.366
63 H -20.69114 -22.98452 9.00344  0.146
64 O -14.72778 -26.13995 1.72793  0.109
65 O -11.95269 -10.87518 10.66915  0.103
66 H -9.72693 -20.11122 11.85949  0.137
67 C -15.91042 -19.28062 8.23109  -0.524
68 H -11.78717 -20.01806 17.51063  0.086
69 H -13.65059 -21.56200 2.70201  0.084
70 C -21.95866 -23.71667 7.37638  -0.296
71 H -12.18703 -25.87910 11.13263  0.082
72 H -18.94123 -23.42240 16.13916  0.134
73 H -18.64080 -25.10110 14.26154  0.097
74 H -21.20684 -11.58466 7.75252  0.133
75 C -23.01911 -22.76510 7.95679  -0.011
76 C -8.65909 -18.76004 10.53842  -0.282
77 H -13.79896 -25.14319 11.35465  0.092
78 H -23.78876 -22.53861 7.21894  0.077
79 O -13.31387 -29.14915 8.16169  0.150
80 H -15.37603 -22.69486 3.73065  0.131
81 H -18.63505 -10.24872 6.86002  0.160
82 H -21.46285 -16.45102 3.89625  0.138
83 C -20.90562 -9.98520 5.37166  -0.529
84 C -13.76584 -28.47770 9.04181  -0.681
85 H -14.98466 -14.95064 3.94571  0.142
86 H -11.88209 -13.00692 3.83341  0.086
87 H -17.91907 -26.60402 14.91768  0.090
88 H -12.05942 -21.15352 16.21662  0.079
89 C -9.16475 -20.16748 10.92734  -0.078
90 H -19.29598 -25.76237 15.76863  0.096
91 H -9.83170 -20.56296 10.16126  0.137
92 H -12.90882 -24.00298 4.51432  0.155
93 H -15.58766 -26.18892 9.85543  0.148
94 H -15.09299 -18.37671 16.18566  0.141
95 H -13.95723 -13.60556 9.56081  0.094
96 O -15.49303 -24.80929 3.40141  0.088
97 H -13.29362 -21.08620 17.41534  0.083
98 H -19.90839 -19.32159 2.29750  0.081
99 H -14.26812 -13.22604 3.76754  0.136
100 H -19.26731 -18.00078 3.18793  0.092
101 H -13.61441 -19.75678 15.23891  0.159
102 C -21.83863 -17.34284 4.39780  -0.110
103 O -24.78053 -18.62132 3.22268  0.118
104 H -13.30077 -25.55308 9.74617  0.091
105 O -20.76832 -24.99123 8.87724  0.100
106 C -23.62496 -18.38960 3.54711  -0.573
107 O -16.97444 -25.44155 16.94794  0.084
108 H -12.62842 -11.54268 12.46286  0.144
109 C -12.32931 -17.25187 15.79800  -0.595
110 C -14.13462 -18.39160 16.70469  -0.060
111 O -5.74242 -20.61243 10.57636  0.078
112 O -13.34927 -28.37356 10.23371  0.143
113 H -23.50997 -23.11697 8.86417  0.089
114 C -14.92511 -23.61958 4.09073  -0.053
115 H -10.82583 -14.40511 4.06656  0.089
116 H -17.42613 -22.65294 15.66990  0.142
117 H -14.27810 -14.09310 11.13184  0.089
118 O -22.52583 -18.90117 2.96789  0.080
119 C -14.00000 -11.87050 10.82357  -0.354
120 O -7.30899 -18.99760 10.19728  0.080
121 C -12.56610 -20.46502 16.89289  -0.005
122 H -16.42777 -24.76568 15.13584  0.162
123 O -12.56875 -15.10954 2.23264  0.111
124 O -13.50078 -24.44592 2.59276  0.093
125 C -19.82104 -9.46249 8.56027  -0.024
126 O -17.39114 -23.37279 17.59748  0.079
127 C -9.32810 -18.05554 9.27868  -0.002
128 H -19.83300 -23.67720 7.59328  0.145
129 O -7.95411 -20.86417 11.05161  0.088
130 O -22.23961 -25.11070 7.32028  0.109
131 H -12.62222 -21.59518 4.06726  0.083
132 C -12.96452 -22.21648 3.23966  -0.010
133 H -16.16758 -20.06863 7.52327  0.025
134 O -11.60484 -16.30325 15.53008  0.120
135 C -14.56275 -25.22936 2.53636  -0.564
136 C -13.49470 -23.60296 3.68677  -0.350
137 H -16.02419 -27.65476 10.63020  0.138
138 H -8.66885 -18.07539 11.38651  0.146

Values from the calculation:
ΔE to the lowest compared entry with this formula, charge and spin	207.6	kcal/mol
multiplicity	1
orbital gap	2.499	eV
HOMO	0.222	eV
charge	-2


Entry 2:
A cluster of 9 separate species, C4H26NO8 in total in a non-equilibrium geometry. Source: the OMol25 dataset; level of theory: ωB97M-V/def2-TZVPD.

Last column: Löwdin charge in e.
CARTESIAN COORDINATES (ANGSTROEM)
1 O -0.24580 1.04364 -3.93772  -0.045
2 O 3.41990 0.37799 2.51954  -0.042
3 H 3.15703 2.03699 -0.13125  0.059
4 H 4.28555 0.55808 2.91681  0.075
5 H 0.78459 -0.96363 2.79291  0.126
6 H -1.71374 1.71892 3.42057  0.130
7 H -2.93405 -1.97762 0.83083  0.022
8 H -0.06626 2.63886 1.37123  0.117
9 N 0.84004 0.71178 1.47961  0.043
10 H 0.58371 2.29415 2.87947  0.138
11 H 1.79791 0.90168 1.82874  0.101
12 H 0.02622 -4.28335 -3.10537  0.075
13 H 2.79846 -1.89727 -2.66131  0.058
14 H 2.04472 2.45659 -1.01963  0.053
15 H -1.97927 -0.75865 1.83473  0.083
16 H -0.85669 -3.16955 -2.67187  0.074
17 H 1.41107 -2.51272 -2.27814  0.002
18 H 3.46682 -0.57482 2.70010  0.070
19 H -4.10466 -1.81484 -0.17109  0.047
20 C 0.19744 -0.55289 1.95397  -0.106
21 O 2.25988 2.38858 -0.08149  -0.042
22 H 1.23181 -0.47629 -1.77654  0.010
23 C -1.21708 -0.21692 2.45156  -0.152
24 C -0.01099 1.83316 2.08315  -0.101
25 O 0.64812 0.23434 -1.40898  -0.090
26 O -3.40355 -1.34422 0.28624  -0.062
27 H -2.84416 0.94801 -1.37068  0.031
28 H -1.11003 1.35296 -4.23615  0.059
29 H 0.82378 0.80288 0.46005  0.094
30 H 0.22274 -1.28927 1.12700  0.134
31 H 0.30764 0.63187 -2.23008  0.001
32 H -2.24866 1.60634 1.85790  0.117
33 O 0.07790 -3.36328 -2.81988  -0.028
34 C -1.37453 1.29659 2.44346  -0.150
35 O -3.18813 0.33330 -2.03518  -0.065
36 H -4.10441 0.64013 -1.99122  0.043
37 O 2.15060 -1.94739 -1.95720  -0.067
38 H 0.21622 1.03471 -4.79073  0.067
39 H -1.35012 -0.69887 3.43664  0.122

Values from the calculation:
ΔE to the lowest compared entry with this formula, charge and spin	27.0	kcal/mol
multiplicity	1
orbital gap	11.182	eV
HOMO	-13.475	eV
charge	+1


Entry 3:
A cluster of 13 separate species, C26H78O26 in total in a non-equilibrium geometry. Source: the OMol25 dataset; level of theory: ωB97M-V/def2-TZVPD.

Last column: Löwdin charge in e.
CARTESIAN COORDINATES (ANGSTROEM)
1 H 12.61112 15.55014 19.08702  0.119
2 H 13.11626 19.44219 9.82530  0.112
3 H 10.94615 14.85738 19.19882  0.113
4 C 21.47638 17.50655 17.56055  -0.256
5 H 19.94602 12.77721 20.20301  0.116
6 O 11.66906 12.32967 11.30005  -0.070
7 H 22.51600 11.97403 16.45799  0.109
8 O 16.77406 16.19575 22.58167  -0.062
9 H 17.06772 21.11854 17.62391  0.067
10 C 15.79818 10.63891 10.30233  -0.202
11 H 22.71512 18.89284 16.47925  0.129
12 C 11.62980 13.72766 10.99563  -0.223
13 H 18.77727 14.53110 16.45237  0.067
14 C 18.47724 16.64025 11.76239  -0.242
15 H 13.84517 19.66903 21.04262  0.115
16 H 17.60119 15.06231 25.89530  0.077
17 C 16.08403 15.54095 23.62860  -0.246
18 H 16.88345 10.73963 10.28969  0.124
19 H 11.07286 15.47666 8.27291  0.082
20 H 18.55611 22.07117 15.40210  0.114
21 H 20.21042 14.54004 11.16832  0.087
22 O 18.01697 13.94952 16.37956  -0.090
23 O 24.14956 13.99810 16.25380  -0.068
24 H 15.99895 17.23724 25.01770  0.116
25 O 11.43505 15.34221 9.15174  -0.072
26 H 14.76716 20.55264 15.22506  0.079
27 H 24.84311 12.29292 17.10970  0.116
28 H 17.29833 23.11872 15.90321  0.113
29 C 24.46656 12.61044 16.13734  -0.236
30 O 15.34973 20.97400 15.86120  -0.071
31 H 12.10542 16.31177 21.53909  0.110
32 O 17.51674 15.99644 25.69068  -0.063
33 O 18.18993 9.83264 16.79569  -0.068
34 C 14.55827 20.17899 20.39491  -0.265
35 H 18.11341 10.69081 16.37225  0.066
36 C 11.31053 16.15146 20.81070  -0.229
37 C 20.79784 13.40903 20.45459  -0.224
38 C 12.80238 19.22552 11.85482  -0.225
39 H 23.51867 10.66480 15.93088  0.115
40 H 21.08899 13.81762 19.48692  0.106
41 H 17.02595 16.17015 15.52237  0.104
42 H 15.99481 8.57186 10.75467  0.108
43 H 17.58486 17.01437 12.26418  0.106
44 H 13.43130 20.81686 18.02255  0.073
45 C 13.84099 21.33807 19.70056  -0.270
46 H 20.94287 19.06564 16.25477  0.124
47 C 21.92540 12.40817 20.87202  -0.223
48 H 17.64596 15.80051 22.50962  0.079
49 H 12.04745 13.62612 21.11681  0.069
50 H 15.18274 11.25332 9.64518  0.114
51 H 10.61545 13.39272 9.10427  0.115
52 H 11.09014 11.77368 10.77344  0.082
53 C 16.65066 21.00699 15.29191  -0.234
54 C 17.59546 22.07009 15.91713  -0.210
55 H 15.04892 15.47045 23.29443  0.111
56 H 16.57926 9.14532 15.55085  0.113
57 O 22.75970 11.99096 14.44644  -0.054
58 H 12.37396 13.47218 9.03116  0.111
59 O 13.98534 8.93606 10.23275  -0.076
60 H 16.50588 21.30115 14.25239  0.112
61 O 19.67403 17.07693 12.38315  -0.064
62 H 19.64205 16.75037 13.28533  0.072
63 H 22.33661 17.12249 18.10881  0.122
64 O 18.71328 10.18332 14.09032  -0.054
65 O 19.37474 14.72020 10.73156  -0.056
66 C 11.83521 15.16561 19.74898  -0.220
67 H 10.70173 14.14049 11.39106  0.112
68 O 17.81222 21.57974 17.23069  -0.085
69 O 21.67060 19.78405 17.99982  -0.067
70 H 15.27382 20.60679 21.09710  0.113
71 H 17.88801 10.50549 13.72054  0.088
72 C 18.48952 8.92088 14.58786  -0.281
73 H 13.36748 17.25796 10.21096  0.075
74 C 15.39249 9.17267 10.07324  -0.238
75 H 14.50282 22.04828 19.20489  0.117
76 C 11.48833 13.93779 9.46355  -0.239
77 O 20.51695 14.49996 21.34086  -0.061
78 H 17.67885 7.88342 16.20048  0.115
79 C 21.73919 18.82919 16.96050  -0.261
80 H 19.46366 8.46414 14.76257  0.123
81 H 16.41040 14.50695 23.74006  0.113
82 H 14.53350 10.82502 11.78207  0.066
83 H 17.84062 8.35455 13.91981  0.109
84 H 21.95921 11.49283 20.28117  0.110
85 H 12.60550 20.24897 12.17402  0.118
86 H 21.90485 11.55992 14.37542  0.078
87 H 15.63192 8.77529 9.08690  0.114
88 C 16.92564 14.62832 17.06937  -0.187
89 H 17.34014 15.16370 17.92357  0.112
90 H 13.47232 17.68072 12.92912  0.072
91 H 10.42051 14.85885 21.98560  0.070
92 O 14.15939 17.76816 10.39583  -0.047
93 O 12.45196 14.01122 20.33599  -0.084
94 H 18.35860 16.98418 10.73489  0.121
95 H 12.47395 14.31211 11.36159  0.123
96 H 15.40975 15.78393 25.61696  0.106
97 H 21.92911 16.23982 16.30019  0.074
98 O 15.47354 10.98275 11.66785  -0.089
99 H 25.25157 12.46542 15.39515  0.115
100 H 11.83017 18.78710 11.62963  0.109
101 C 16.26312 15.58596 16.03705  -0.259
102 O 15.55133 14.92220 15.03190  -0.060
103 C 18.51339 15.10195 11.76705  -0.257
104 C 17.59721 8.91808 15.86744  -0.224
105 C 16.24471 16.17547 25.03589  -0.232
106 H 15.62233 18.58008 20.10834  0.085
107 H 21.37476 14.83520 21.61177  0.078
108 O 13.24529 18.60259 13.07130  -0.083
109 O 12.87554 20.90948 18.79982  -0.041
110 H 18.90008 14.78298 12.73497  0.116
111 O 10.14852 15.61277 21.45719  -0.067
112 H 24.49889 14.30592 17.09333  0.076
113 H 14.60020 19.74040 10.71557  0.120
114 H 20.73103 17.53711 18.35530  0.121
115 H 11.03961 17.08917 20.32552  0.121
116 H 23.87816 12.52081 21.20107  0.079
117 H 16.09401 14.16102 14.81348  0.075
118 C 13.74048 19.07464 10.63976  -0.261
119 H 13.60186 8.26137 9.66766  0.081
120 H 15.63275 16.32490 16.53173  0.116
121 H 13.41235 22.00567 20.44801  0.118
122 O 23.19465 13.08657 20.83455  -0.085
123 H 16.18158 13.93662 17.46439  0.119
124 H 20.75127 20.05224 18.06688  0.081
125 O 15.31178 19.32685 19.59113  -0.053
126 C 23.29131 11.71316 15.73763  -0.247
127 H 17.51097 14.74213 11.53510  0.116
128 H 17.08293 20.00697 15.32651  0.118
129 H 21.75995 12.00899 21.87271  0.110
130 O 21.09320 16.68721 16.45082  -0.069

Values from the calculation:
ΔE to the lowest compared entry with this formula, charge and spin	122.7	kcal/mol
multiplicity	1
orbital gap	9.720	eV
HOMO	-9.406	eV


Entry 4:
An isolated molecule of CH4O2S in a non-equilibrium geometry. Source: the OMol25 dataset; level of theory: ωB97M-V/def2-TZVPD.

Last column: Löwdin charge in e.
CARTESIAN COORDINATES (ANGSTROEM)
1 H 0.78067 1.94353 0.65429  -0.100
2 H -1.55153 0.20397 0.47087  0.158
3 C 0.01133 -0.88342 -0.04128  -0.291
4 S 0.49636 1.81548 -0.74153  0.716
5 O 0.70946 0.21738 -0.92411  -0.675
6 H 0.38405 -1.73044 -0.46771  0.085
7 H 0.48581 -0.85677 1.04923  0.154
8 O -1.31614 -0.70973 0.00024  -0.048

Values from the calculation:
ΔE to the lowest compared entry with this formula, charge and spin	49.7	kcal/mol
SMILES	OCOS
multiplicity	1
orbital gap	9.390	eV
HOMO	-8.822	eV